(1)
Below is a cluster of 3 separate species, C23H17F16N2O5P in total in a non-equilibrium geometry, with properties calculated with ωB97M-V with the def2-TZVPD basis set.

Summary:
* HOMO: -9.7 eV
* SMILES: O=[PH2]N1C(=O)c2ccc(-c3ccncc3)cc2C1=O.FC(F)C(F)(F)COC(F)(F)C(F)F.FC(F)C(F)(F)COC(F)(F)C(F)F
* charge: 0
* orbital gap: 8.843 eV

Geometry (Å):
O 2.33461 2.63705 1.93889
P 3.32410 3.63021 2.40563
N 2.74976 5.17433 2.68621
C 2.07665 5.86281 1.57344
O 2.58331 6.64398 0.85533
C 0.64287 5.45077 1.71189
C -0.37385 5.35567 0.78683
C -1.61547 4.90695 1.23943
C -1.83454 4.56325 2.57250
C -3.16503 4.06090 3.01964
C -3.45112 3.75929 4.34918
C -4.69526 3.27085 4.69399
N -5.71347 3.05635 3.86030
C -5.41546 3.33601 2.59017
C -4.21239 3.82817 2.12815
C -0.78581 4.67573 3.50168
C 0.43798 5.11959 3.04190
C 1.74353 5.32430 3.74960
O 1.97441 5.65500 4.85062
H 3.87840 3.24144 3.63378
H 4.37964 3.75262 1.49182
H -0.20227 5.62252 -0.24413
H -2.40935 4.82952 0.51889
H -2.71086 3.88612 5.11928
H -4.87615 3.03495 5.73527
H -6.20044 3.15283 1.86685
H -4.09350 4.00398 1.07411
H -0.90910 4.42917 4.54136
C -0.54187 0.88579 -2.78575
C -0.08747 -0.54234 -3.12912
C -1.06365 -1.68967 -2.86045
F -1.38559 -1.79132 -1.55895
F -0.47077 -2.85517 -3.22805
F 1.09875 -0.79525 -2.53814
F 0.12573 -0.55845 -4.47693
O -0.11838 1.44639 -1.55698
C -0.80626 1.22744 -0.38578
C 0.01628 0.44856 0.63957
F 0.40598 -0.74166 0.12909
F -0.76289 0.20926 1.72137
F -2.00480 0.65516 -0.62385
F -1.05921 2.44571 0.14688
H -0.05772 1.51307 -3.53251
H -1.61428 1.01188 -2.93827
H -1.97892 -1.56640 -3.44584
H 0.89192 1.02304 0.93907
C 1.76255 -5.47184 -2.07334
C 2.83170 -5.53088 -3.17646
C 2.41829 -6.06859 -4.54820
F 1.98884 -7.34373 -4.48179
F 3.49437 -6.03842 -5.37023
F 3.91423 -6.19979 -2.72223
F 3.22291 -4.24301 -3.39239
O 1.72347 -6.52115 -1.11789
C 1.04374 -7.68969 -1.34975
C 1.98192 -8.89944 -1.40434
F 2.92287 -8.74281 -2.35342
F 1.25844 -10.00294 -1.70355
F 0.26272 -7.60821 -2.44243
F 0.22441 -7.88577 -0.29292
H 2.02585 -4.59861 -1.47901
H 0.77326 -5.26184 -2.47999
H 1.63144 -5.44494 -4.98183
H 2.47096 -9.03872 -0.43817

Löwdin atomic charge list, values in e, 6 entries: -0.40, 0.69, -0.11, -0.38, 0.19, -0.10

(2)
Below is the molecule C23H17F3O3S2 in a non-equilibrium geometry, with properties calculated with ωB97M-V with the def2-TZVPD basis set.

Summary:
* HOMO: -7.9 eV
* charge: 0
* orbital gap: 7.730 eV

Geometry (Å):
C -5.30253 -2.43880 -0.54994
H -6.32518 -2.42472 -0.92320
O -4.55415 -1.67156 -1.46619
C -3.23557 -1.47217 -1.21939
C -2.55958 -0.66401 -2.13886
C -1.23414 -0.35228 -1.95457
C -0.53788 -0.84090 -0.84444
C -1.19832 -1.69952 0.03292
C -2.53271 -2.00785 -0.14383
H -3.01709 -2.65395 0.57003
H -0.66657 -2.10254 0.88098
C 0.83412 -0.46055 -0.57881
C 1.43647 0.74071 -0.64176
C 2.85406 0.73529 -0.32714
C 3.73807 1.80867 -0.29534
C 5.04738 1.59184 0.07675
C 5.50443 0.31621 0.42872
C 4.62296 -0.76659 0.38466
C 3.31970 -0.53098 0.01302
S 2.02026 -1.79292 -0.11683
O 1.71666 -2.23674 1.24835
H 4.92706 -1.76617 0.64931
O 6.80666 0.23530 0.79120
C 7.32598 -1.01666 1.17696
H 6.79768 -1.41872 2.04662
H 7.28166 -1.73905 0.35600
H 8.36640 -0.83384 1.43991
H 5.75298 2.40633 0.11359
H 3.39891 2.79810 -0.56060
S 0.69831 2.30399 -1.03903
C -0.97203 2.15683 -0.47417
C -1.29178 1.48043 0.69504
C -2.62386 1.36963 1.05620
C -3.62915 1.95504 0.29580
C -3.28930 2.67187 -0.83733
C -1.96678 2.76876 -1.22689
H -1.69501 3.30760 -2.12154
H -4.05990 3.14121 -1.42822
H -4.66011 1.84876 0.59522
C -3.01619 0.61777 2.29447
F -3.99889 -0.27365 2.05312
F -2.01403 -0.06799 2.85018
F -3.49712 1.43433 3.25288
H -0.52188 1.03641 1.30675
H -0.72254 0.26848 -2.67519
H -3.10734 -0.28622 -2.98754
H -5.27326 -2.00219 0.45240
H -4.94692 -3.47298 -0.51023

Löwdin atomic charge list, values in e, 6 entries: -0.08, 0.09, -0.08, -0.27, 0.01, -0.03

(3)
Below is the ion C23H17N2O4S2 with charge -1 in a non-equilibrium geometry, with properties calculated with ωB97M-V with the def2-TZVPD basis set.

Summary:
* HOMO: -4.5 eV
* SMILES: N#Cc1ccc([C@H](C#N)CC(S(=O)(=O)c2ccccc2)=[S@](=O)([O-])c2ccccc2)cc1
* charge: -1
* orbital gap: 6.816 eV

Geometry (Å):
C 1.34258 0.47441 -0.45764
C 0.40277 1.43835 -1.02574
N -0.30482 2.19182 -1.56480
C 2.78603 0.83162 -0.86598
C 3.74042 -0.18791 -0.98756
C 5.04848 0.12808 -1.35151
C 5.42188 1.46074 -1.56651
C 6.79613 1.78266 -1.86059
N 7.91739 2.03978 -2.07960
C 4.46915 2.47167 -1.44024
C 3.15297 2.15900 -1.08804
H 1.10824 -0.52225 -0.86660
H 3.44033 -1.22155 -0.80495
H 5.79765 -0.66065 -1.46794
H 4.75114 3.51120 -1.61477
H 2.41042 2.95127 -0.98827
C -5.22022 0.72787 0.50163
C -5.01604 0.55940 1.87507
C -3.76407 0.80499 2.43547
C -2.73203 1.25001 1.61663
S -1.07208 1.46013 2.29122
C -0.20269 0.12736 1.54532
C 1.18511 0.39086 1.04485
S -0.65607 -1.47267 2.05289
C -0.89420 -2.30736 0.46762
C -2.15579 -2.28151 -0.12946
C -2.28895 -2.68509 -1.45884
C -1.17889 -3.16366 -2.16019
C 0.05849 -3.28250 -1.52043
C 0.20026 -2.87168 -0.19277
O 0.46216 -2.11124 2.71056
O -1.97392 -1.47347 2.65156
O -0.55318 2.69466 1.74462
O -1.17048 1.25812 3.71894
C -2.94326 1.48710 0.26259
C -4.17783 1.18726 -0.30746
H -6.19233 0.50596 0.05701
H -5.82717 0.22453 2.52221
H -3.58061 0.65041 3.49514
H 1.82618 -0.40865 1.45518
H 1.51822 1.34152 1.49834
H -3.01397 -1.93015 0.44314
H -3.26595 -2.61586 -1.93898
H -1.27693 -3.44906 -3.20707
H 0.92350 -3.68731 -2.04844
H 1.14757 -2.97655 0.33795
H -2.13445 1.87419 -0.35228
H -4.31114 1.32415 -1.38129

Löwdin atomic charge list, values in e, 6 entries: -0.25, -0.17, 0.18, -0.16, -0.01, -0.03

(4)
Below is a structure of composition C23H18BBaBrF4N2O, with properties calculated with ωB97M-V with the def2-TZVPD basis set.

Summary:
* HOMO: -7.7 eV
* charge: 0
* orbital gap: 7.323 eV

Geometry (Å):
Ba -0.42935 0.41055 0.43358
Br 0.11881 -4.64963 -5.44160
C 0.13660 -3.07532 -4.37332
C -0.28625 -1.86714 -4.91896
C -0.28786 -0.71903 -4.15257
C 0.13111 -0.73677 -2.80673
O 0.07270 0.29628 -2.01149
C 0.58629 -1.98173 -2.30471
C 1.00228 -1.89826 -0.89318
N 0.47594 -2.44792 0.12792
C -0.55818 -3.40076 -0.04749
C -0.26900 -4.73361 0.05413
C -1.27718 -5.70795 -0.07961
C -2.57094 -5.33520 -0.29739
C -2.90417 -3.96487 -0.38926
C -4.22815 -3.52502 -0.61930
C -4.48682 -2.19160 -0.71293
C -3.41507 -1.29090 -0.57035
N -2.17297 -1.64381 -0.34990
C -1.90039 -2.98032 -0.26041
C 0.56977 -3.14404 -3.06559
H -0.62014 -1.83383 -5.94753
H -0.63164 0.21859 -4.57274
H 1.82449 -1.20641 -0.67692
H 0.75746 -5.02568 0.23511
H -1.01512 -6.75507 -0.00994
H -3.35551 -6.07360 -0.40255
H -5.01804 -4.25918 -0.72088
H -5.48181 -1.81195 -0.89537
H -3.60890 -0.22417 -0.65456
H 0.90130 -4.08390 -2.64467
C 1.78029 2.95883 -2.45639
C 1.92943 2.64890 -0.99518
C 2.74414 1.59886 -0.57138
C 2.88572 1.29773 0.77732
C 2.20667 2.04065 1.73817
C 1.37367 3.07325 1.33057
C 1.23943 3.37236 -0.02338
H 2.71735 2.79192 -2.98732
H 1.47246 3.99226 -2.61273
H 1.02938 2.29406 -2.88767
H 3.27891 1.01586 -1.31242
H 3.53432 0.48572 1.08307
H 2.30511 1.80090 2.78700
H 0.81998 3.64176 2.06603
H 0.59946 4.19269 -0.32879
F 0.25872 0.14272 2.98675
B -1.08240 0.52542 3.32684
F -1.28541 1.73408 2.56011
F -1.91184 -0.44294 2.69076
F -1.30058 0.67809 4.64556

Löwdin atomic charge list, values in e, 6 entries: 2.14, 0.70, -0.70, -0.13, -0.01, -0.41